Record 1
Computed, not measured: a 2-piece molecular cluster, C8H11ClN2S overall at a distorted geometry, with the ωB97M-V functional and the def2-TZVPD basis.

Values from the calculation:
Molecular weight ... 202.71 g mol⁻¹
LUMO (spin up / spin down) ... -0.9 / -0.8 eV
Energy relative to the best compared isomer or geometry (same formula, charge and spin) ... 0.0 kcal per mole
Max |F| ... 3.7 eV/Å

Cartesian coordinates (Å):
C (-0.624, -0.829, 1.506)
C (1.157, -0.520, -0.347)
C (2.291, -0.114, 0.193)
C (-3.451, 1.988, -0.408)
C (-0.049, -0.189, 0.460)
C (-3.065, -1.033, -0.170)
C (3.630, -0.298, -0.536)
C (-2.341, 1.469, 0.445)
N (-4.664, 2.053, 0.075)
N (-2.391, -1.744, -0.933)
S (-0.782, 1.246, -0.308)
Cl (-4.769, -0.965, 0.114)
H (-1.646, -0.454, 1.804)
H (-0.237, -1.680, 1.954)
H (1.004, -1.011, -1.254)
H (2.229, 0.344, 1.178)
H (-3.206, 2.011, -1.446)
H (3.396, -0.516, -1.530)
H (4.203, 0.592, -0.435)
H (4.247, -1.088, 0.031)
H (-2.410, 1.168, 1.472)
H (-5.392, 2.384, -0.532)
H (-2.927, -2.543, -1.287)


Record 2
Computed, not measured: a 3-piece molecular cluster, C3H15N3O2 overall at a distorted geometry, with the ωB97M-V functional and the def2-TZVPD basis.

Values from the calculation:
Molecular weight ... 125.17 g mol⁻¹
LUMO ... 0.4 eV
Energy relative to the best compared isomer or geometry (same formula, charge and spin) ... 24.1 kcal per mole
Max |F| ... 2.0 eV/Å

Cartesian coordinates (Å):
C (-0.879, -0.376, 0.162)
N (-0.804, -1.850, 0.066)
C (0.532, -2.442, 0.115)
N (1.372, -2.036, 1.214)
C (-1.089, 0.282, -1.211)
N (-1.670, 1.602, -1.037)
H (0.033, -0.099, 0.672)
H (-1.705, -0.008, 0.731)
H (-1.430, -2.138, -0.669)
H (1.145, -2.264, -0.777)
H (0.346, -3.508, 0.253)
H (1.417, -1.058, 1.442)
H (1.211, -2.551, 2.064)
H (-0.106, 0.397, -1.671)
H (-1.731, -0.220, -1.927)
H (-2.404, 1.953, -1.613)
H (-1.135, 2.310, -0.571)
H (3.572, 2.248, -1.182)
H (2.301, 1.463, -1.741)
O (2.899, 2.201, -1.862)
H (-1.265, 1.687, 3.183)
H (-0.310, 2.526, 2.557)
O (-0.852, 1.752, 2.308)


Record 3
Computed, not measured: C46H45AlN3SbTe as an isolated structure at a distorted geometry, with the ωB97M-V functional and the def2-TZVPD basis.

Values from the calculation:
Net charge ... +2
Molecular weight ... 916.23 g mol⁻¹
LUMO ... -6.3 eV
Energy relative to the best compared isomer or geometry (same formula, charge and spin) ... 47.9 kcal per mole
Max |F| ... 2.7 eV/Å

Cartesian coordinates (Å):
Al (0.463, 1.102, 0.210)
C (-0.525, -0.393, 2.778)
N (0.320, 0.783, 2.359)
C (1.710, 0.639, 2.996)
C (-0.207, 2.097, 2.729)
C (-0.581, 2.379, 4.026)
C (-1.078, 3.634, 4.397)
C (-1.218, 4.662, 3.449)
C (-0.840, 4.418, 2.126)
C (-0.204, 3.202, 1.814)
N (0.423, 2.895, 0.569)
C (1.321, 3.708, -0.120)
C (1.630, 5.058, 0.126)
C (2.456, 5.791, -0.687)
C (3.032, 5.160, -1.845)
C (2.816, 3.791, -2.020)
C (2.004, 3.066, -1.174)
N (2.054, 1.601, -1.145)
C (1.961, 0.935, -2.462)
C (3.303, 1.070, -0.527)
H (-0.494, -0.556, 3.840)
H (-0.138, -1.266, 2.274)
H (-1.552, -0.297, 2.502)
H (1.655, 0.565, 4.125)
H (2.298, 1.499, 2.693)
H (2.146, -0.253, 2.521)
H (-0.454, 1.576, 4.788)
H (-1.344, 3.755, 5.447)
H (-1.537, 5.685, 3.682)
H (-0.869, 5.174, 1.338)
H (1.214, 5.505, 1.024)
H (2.705, 6.782, -0.404)
H (3.617, 5.684, -2.582)
H (3.266, 3.209, -2.887)
H (2.984, 0.811, -2.866)
H (1.341, 1.533, -3.179)
H (1.466, -0.014, -2.336)
H (4.161, 1.214, -1.253)
H (3.128, 0.024, -0.279)
H (3.623, 1.579, 0.373)
C (-6.270, 1.448, 1.321)
C (-5.321, 2.442, 1.072)
C (-4.034, 2.147, 0.640)
C (-3.714, 0.815, 0.398)
C (-4.586, -0.203, 0.727)
C (-5.908, 0.106, 1.162)
Sb (-1.915, 0.320, -0.715)
C (-2.340, -1.483, -1.762)
C (-2.191, -2.697, -1.079)
C (-2.497, -3.915, -1.748)
C (-3.025, -3.875, -3.027)
C (-3.234, -2.659, -3.648)
C (-2.886, -1.478, -3.058)
C (-1.972, 1.477, -2.541)
C (-1.170, 1.088, -3.607)
C (-0.943, 1.966, -4.667)
C (-1.613, 3.161, -4.687)
C (-2.541, 3.516, -3.699)
C (-2.679, 2.680, -2.576)
H (-7.257, 1.776, 1.640)
H (-5.525, 3.480, 1.329)
H (-3.306, 2.927, 0.435)
H (-4.256, -1.230, 0.717)
H (-6.622, -0.701, 1.251)
H (-1.747, -2.721, -0.131)
H (-2.220, -4.870, -1.275)
H (-3.303, -4.768, -3.580)
H (-3.719, -2.589, -4.606)
H (-3.102, -0.522, -3.600)
H (-0.789, 0.069, -3.617)
H (-0.214, 1.772, -5.459)
H (-1.461, 3.820, -5.559)
H (-2.972, 4.530, -3.742)
H (-3.388, 2.896, -1.759)
Te (1.429, -2.380, 0.186)
C (0.922, -4.476, 0.562)
C (0.671, -4.865, 1.916)
C (0.441, -6.204, 2.184)
C (0.519, -7.111, 1.170)
C (0.622, -6.738, -0.156)
C (0.869, -5.425, -0.466)
C (3.443, -2.877, 0.835)
C (3.721, -3.486, 2.070)
C (5.004, -3.922, 2.335)
C (5.992, -3.797, 1.425)
C (5.717, -3.286, 0.136)
C (4.453, -2.831, -0.143)
H (0.701, -4.049, 2.665)
H (0.292, -6.586, 3.176)
H (0.484, -8.114, 1.509)
H (0.562, -7.480, -0.938)
H (1.045, -5.129, -1.493)
H (2.979, -3.507, 2.846)
H (5.230, -4.318, 3.299)
H (6.937, -4.169, 1.679)
H (6.478, -3.281, -0.638)
H (4.152, -2.502, -1.132)


Record 4
Computed, not measured: one molecule with the formula C7H15NOS, with the ωB97M-V functional and the def2-TZVPD basis.

Values from the calculation:
Molecular weight ... 161.27 g mol⁻¹
LUMO ... 0.8 eV
Energy relative to the best compared isomer or geometry (same formula, charge and spin) ... 8.8 kcal per mole
Max |F| ... 0.7 eV/Å

Cartesian coordinates (Å):
C (-3.710, -1.030, 0.231)
C (-2.607, -0.157, -0.351)
C (-1.448, 0.017, 0.626)
C (-0.390, 0.963, 0.078)
O (-0.554, 1.679, -0.885)
N (0.761, 0.959, 0.795)
H (0.897, 0.280, 1.528)
C (1.911, 1.745, 0.416)
C (2.882, 0.967, -0.470)
H (3.789, 1.547, -0.630)
H (2.426, 0.731, -1.430)
S (3.385, -0.618, 0.294)
C (2.323, -1.763, -0.635)
H (2.640, -1.784, -1.674)
H (2.454, -2.744, -0.189)
H (1.286, -1.451, -0.559)
H (1.542, 2.612, -0.139)
H (2.421, 2.079, 1.323)
H (-1.816, 0.439, 1.565)
H (-0.994, -0.952, 0.853)
H (-2.232, -0.600, -1.275)
H (-3.002, 0.829, -0.601)
H (-4.112, -0.586, 1.139)
H (-3.329, -2.021, 0.473)
H (-4.522, -1.142, -0.484)


Record 5
Computed, not measured: C41H38F5NO6SiW as an isolated structure at a distorted geometry, with the ωB97M-V functional and the def2-TZVPD basis.

Values from the calculation:
Molecular weight ... 947.67 g mol⁻¹
LUMO ... -1.2 eV
Energy relative to the best compared isomer or geometry (same formula, charge and spin) ... 14.4 kcal per mole
Max |F| ... 1.1 eV/Å

Cartesian coordinates (Å):
W (-1.449, -0.302, -0.133)
C (-4.621, -1.214, 1.840)
C (-4.607, -2.240, 0.833)
C (-3.445, -2.721, 0.352)
C (-2.183, -2.203, 0.839)
C (-2.192, -1.188, 1.842)
C (-3.471, -0.715, 2.333)
H (-5.571, -0.851, 2.208)
H (-5.548, -2.637, 0.475)
H (-3.426, -3.516, -0.382)
H (-1.314, -2.835, 0.719)
H (-1.335, -1.052, 2.491)
H (-3.474, 0.037, 3.110)
O (-5.204, 1.360, -0.368)
C (-4.053, 1.266, -0.686)
O (-3.315, 0.155, -0.565)
C (-3.204, 2.391, -1.210)
C (-3.376, 3.717, -0.843)
C (-2.336, 4.624, -1.029)
C (-1.093, 4.205, -1.494)
C (-0.975, 2.882, -1.867)
C (-2.035, 2.009, -1.830)
N (0.319, 2.243, -2.092)
O (1.250, 2.880, -2.518)
O (0.371, 1.056, -1.763)
H (-4.293, 4.016, -0.353)
H (-2.465, 5.654, -0.721)
H (-0.236, 4.864, -1.523)
H (-1.919, 1.018, -2.255)
F (0.205, -4.765, -5.796)
C (-0.213, -3.917, -4.849)
C (-0.561, -2.618, -5.173)
F (-0.490, -2.208, -6.442)
C (-0.961, -1.742, -4.184)
F (-1.278, -0.482, -4.518)
C (-1.032, -2.116, -2.839)
O (-1.406, -1.243, -1.934)
C (-0.671, -3.433, -2.547)
F (-0.713, -3.863, -1.276)
C (-0.270, -4.319, -3.529)
F (0.077, -5.566, -3.198)
C (3.742, -2.203, 2.085)
C (2.270, -1.784, 1.990)
C (1.356, -2.971, 2.320)
C (1.990, -0.669, 3.011)
Si (1.929, -1.071, 0.282)
O (0.273, -0.760, 0.259)
C (2.310, -2.180, -1.169)
C (2.320, -1.627, -2.455)
C (2.550, -2.419, -3.572)
C (2.786, -3.778, -3.422)
C (2.785, -4.345, -2.156)
C (2.542, -3.552, -1.044)
C (2.801, 0.565, 0.075)
C (2.236, 1.760, 0.532)
C (2.910, 2.964, 0.393)
C (4.169, 2.996, -0.193)
C (4.750, 1.819, -0.641)
C (4.068, 0.616, -0.510)
H (3.970, -2.529, 3.105)
H (4.411, -1.371, 1.851)
H (3.978, -3.027, 1.408)
H (1.597, -3.356, 3.316)
H (1.458, -3.799, 1.617)
H (0.306, -2.671, 2.335)
H (2.112, -1.063, 4.025)
H (0.967, -0.288, 2.922)
H (2.671, 0.174, 2.890)
H (2.139, -0.566, -2.584)
H (2.546, -1.973, -4.559)
H (2.963, -4.398, -4.293)
H (2.960, -5.407, -2.035)
H (2.541, -4.019, -0.068)
H (1.253, 1.754, 0.992)
H (2.452, 3.882, 0.740)
H (4.694, 3.936, -0.303)
H (5.730, 1.838, -1.101)
H (4.527, -0.292, -0.885)
C (-0.990, 2.837, 4.315)
C (-1.255, 3.393, 2.908)
C (-2.567, 4.187, 2.910)
C (-0.094, 4.307, 2.497)
C (-1.365, 2.270, 1.961)
C (-1.409, 1.320, 1.203)
H (-0.883, 3.657, 5.030)
H (-0.074, 2.245, 4.327)
H (-1.814, 2.200, 4.638)
H (-2.513, 4.993, 3.646)
H (-3.411, 3.543, 3.160)
H (-2.753, 4.627, 1.930)
H (-0.023, 5.155, 3.181)
H (-0.244, 4.687, 1.484)
H (0.850, 3.762, 2.526)


What is the max |F| in the first record?
3.7 eV/Å


Please write out number 2 again, unchanged.
Computed, not measured: a 3-piece molecular cluster, C3H15N3O2 overall at a distorted geometry, with the ωB97M-V functional and the def2-TZVPD basis.

Values from the calculation:
Molecular weight ... 125.17 g mol⁻¹
LUMO ... 0.4 eV
Energy relative to the best compared isomer or geometry (same formula, charge and spin) ... 24.1 kcal per mole
Max |F| ... 2.0 eV/Å

Cartesian coordinates (Å):
C (-0.879, -0.376, 0.162)
N (-0.804, -1.850, 0.066)
C (0.532, -2.442, 0.115)
N (1.372, -2.036, 1.214)
C (-1.089, 0.282, -1.211)
N (-1.670, 1.602, -1.037)
H (0.033, -0.099, 0.672)
H (-1.705, -0.008, 0.731)
H (-1.430, -2.138, -0.669)
H (1.145, -2.264, -0.777)
H (0.346, -3.508, 0.253)
H (1.417, -1.058, 1.442)
H (1.211, -2.551, 2.064)
H (-0.106, 0.397, -1.671)
H (-1.731, -0.220, -1.927)
H (-2.404, 1.953, -1.613)
H (-1.135, 2.310, -0.571)
H (3.572, 2.248, -1.182)
H (2.301, 1.463, -1.741)
O (2.899, 2.201, -1.862)
H (-1.265, 1.687, 3.183)
H (-0.310, 2.526, 2.557)
O (-0.852, 1.752, 2.308)